ORCA calculation (ωB97M-V/def2-TZVPD) on 4 unconnected molecules or ions with the total composition C30H35F15N2O17S2.

```
101
Properties=species:S:1:pos:R:3:forces:R:3:mulliken_charge:R:1
C 8.28565 -2.10579 1.69531 0.06 -0.13 -0.57 -1.12
C 6.99143 -2.86763 1.22793 0.17 0.39 0.18 0.09
O 6.83142 -2.75583 -0.19801 0.47 -0.70 0.46 -0.46
C 5.65030 -2.28721 1.88734 2.17 -1.54 0.16 -0.75
O 5.01876 -1.46775 0.88647 -1.19 0.90 1.23 -0.02
C 3.66113 -1.43524 0.99433 -1.32 -1.33 -0.05 -0.32
C 2.98757 -2.66856 0.64825 -1.43 1.92 1.47 0.18
C 1.53141 -2.74281 0.77077 1.73 0.55 0.40 0.26
C 0.73974 -1.61519 1.18603 2.34 0.69 0.92 -0.01
S -1.04431 -1.92798 1.18696 -4.34 -3.71 -2.97 1.52
O -1.71043 -1.37263 0.01692 1.82 1.53 1.97 -0.48
O -1.31047 -3.35291 1.14231 1.83 1.38 1.56 -0.57
F -1.82904 -1.45854 2.51552 1.73 0.30 -1.19 -0.27
C 1.43203 -0.34919 1.54010 0.83 -1.10 -0.91 -0.23
C 0.53733 0.82164 2.03211 -0.47 0.73 1.65 0.64
F -0.06555 0.38093 3.21074 0.08 -0.01 -1.51 -0.30
F 1.15777 1.95718 2.44305 0.11 -1.24 -0.69 -0.24
C -0.55407 1.33989 0.96875 0.36 1.86 -0.44 0.61
F -0.21108 0.89621 -0.26255 -0.78 -0.03 1.07 -0.20
F -1.82154 1.08305 1.33754 1.18 -0.39 -0.53 -0.12
F -0.48151 2.70803 0.87973 0.23 -1.62 0.29 -0.33
C 2.89411 -0.26283 1.41527 -0.65 -2.27 -0.49 0.23
S 3.78734 1.27960 1.76236 -2.33 3.83 1.03 1.56
O 3.68980 1.67415 3.15543 0.73 -1.75 -0.97 -0.72
O 3.24741 2.28175 0.85373 0.95 -1.63 -0.01 -0.64
C 5.60550 1.29573 1.38389 2.36 0.48 0.52 0.37
F 6.01354 2.56010 1.75831 -1.10 -1.03 -0.46 -0.28
F 6.35093 0.48806 2.20425 -1.19 0.46 -1.09 -0.26
C 5.99651 1.13647 -0.15165 -0.08 -0.77 0.48 0.85
F 7.03949 0.25065 -0.16907 -1.12 1.10 -0.53 -0.26
F 4.92155 0.64003 -0.86209 1.19 0.25 0.67 -0.29
C 6.40115 2.46556 -0.88067 0.36 0.45 -1.62 0.47
F 5.44367 3.43698 -0.79278 1.07 -1.07 0.58 -0.22
F 7.62591 2.93658 -0.48763 -1.47 -0.62 0.29 -0.29
C 6.55633 2.23670 -2.46202 0.87 1.68 -0.32 0.60
F 7.26042 3.33423 -2.90732 -0.72 -1.06 0.35 -0.27
F 7.30872 1.16476 -2.77507 -1.24 0.51 0.22 -0.22
F 5.36878 2.28694 -3.09254 1.08 -0.85 0.53 -0.22
C 1.31013 -4.21714 0.35005 -0.12 -0.56 -1.68 -0.23
O 0.62003 -5.12498 0.66012 -0.55 0.78 0.89 -0.43
N 2.37468 -4.51173 -0.63075 1.12 -0.21 0.96 0.09
C 2.19378 -3.88554 -1.96621 -0.99 0.04 -0.50 -0.20
C 0.74219 -4.25222 -2.47238 0.32 -0.50 -0.01 -0.28
C 0.59116 -4.28125 -4.04636 0.13 0.14 0.02 -1.00
C 1.69013 -3.48611 -4.83250 -0.97 -0.14 -0.29 -0.49
N 1.56650 -2.03711 -4.45320 -0.22 -0.73 -0.59 -0.52
C 3.53989 -4.05739 0.11252 -2.01 2.09 -1.04 -0.33
O 4.58292 -4.58424 0.26302 0.29 -0.13 0.07 -0.46
H 9.17478 -2.78995 1.74865 -0.91 0.49 0.09 0.37
H 8.54421 -1.35287 0.90734 -0.35 -0.41 0.90 0.21
H 8.13017 -1.62021 2.68612 0.27 -0.30 -0.72 0.22
H 7.09818 -3.93737 1.53598 -0.35 0.77 -0.26 0.58
H 7.26131 -3.51853 -0.61973 -0.23 0.38 0.28 0.31
H 5.06030 -3.17518 2.20787 -0.12 0.90 -0.52 0.45
H 5.97017 -1.73977 2.80372 -0.71 0.06 -0.78 0.54
H 2.23443 -2.76026 -1.93895 0.41 -0.93 -0.03 0.29
H 2.98749 -4.29992 -2.63089 -0.63 0.42 0.59 0.34
H 0.01115 -3.55547 -1.98453 0.56 -0.48 -0.51 0.11
H 0.47810 -5.27880 -2.10508 0.30 0.93 -0.15 0.32
H -0.39362 -3.81354 -4.31322 0.78 -0.48 0.15 0.36
H 0.53585 -5.34560 -4.38420 0.21 0.85 0.22 0.35
H 1.47680 -3.60828 -5.93121 0.21 -0.03 0.96 0.38
H 2.72504 -3.87142 -4.67582 -0.77 0.34 0.09 0.25
H 1.51540 -1.53153 -5.33876 0.17 0.20 0.47 0.29
H 0.63204 -1.93127 -4.04355 0.44 0.14 -0.15 0.17
C -8.63352 -2.21412 -0.38955 -0.32 -0.24 -0.01 -0.67
O -7.75636 -1.08807 -0.38076 0.16 0.06 0.01 -0.30
C -6.47844 -1.38911 -0.11927 0.05 0.07 -0.15 0.68
O -6.04154 -2.48846 0.09789 -0.07 0.13 0.02 -0.56
O -5.77394 -0.25211 -0.14064 0.06 -0.30 -0.32 -0.28
C -4.37860 -0.42020 0.12539 0.22 0.03 -0.06 -0.53
H -9.63443 -1.84836 -0.61099 0.16 0.22 0.00 0.23
H -8.34236 -2.92269 -1.16535 0.09 -0.02 0.14 0.29
H -8.64827 -2.69823 0.58732 0.13 -0.05 -0.10 0.31
H -3.91636 -1.05463 -0.62670 -0.13 -0.08 0.15 0.49
H -4.22514 -0.83199 1.12375 -0.03 -0.14 -0.11 0.36
H -3.91425 0.56276 0.08117 -0.28 0.02 -0.08 -0.03
C -2.66580 7.79024 -2.28340 0.06 0.34 -0.11 -0.63
O -2.94456 6.39466 -2.18406 -0.01 -0.12 0.09 -0.33
C -2.88975 5.91216 -0.93692 -0.04 -0.10 -0.09 0.75
O -2.63410 6.54437 0.05465 -0.02 -0.06 -0.12 -0.54
O -3.16839 4.60577 -0.98603 0.02 0.12 -0.11 -0.29
C -3.14569 3.95474 0.28455 -0.16 -0.09 0.32 -0.18
H -2.73939 8.06542 -3.33397 -0.05 -0.26 0.01 0.22
H -3.39726 8.37017 -1.71987 0.13 -0.05 0.10 0.29
H -1.65470 8.00663 -1.93714 -0.11 0.00 0.13 0.29
H -3.89722 4.38210 0.94961 0.10 0.07 -0.03 0.35
H -2.15843 4.01978 0.73050 -0.17 0.23 0.03 0.20
H -3.38480 2.90527 0.12175 -0.02 0.12 -0.27 -0.13
C -6.88624 0.92362 2.04288 0.05 0.04 -0.05 -0.57
O -7.98345 1.29824 2.88069 -0.08 0.15 0.18 -0.34
C -8.46194 2.52185 2.64110 0.02 -0.17 0.07 0.71
O -8.05319 3.29223 1.81124 -0.06 -0.05 0.12 -0.54
O -9.47694 2.74332 3.48615 0.09 -0.07 -0.05 -0.33
C -10.08857 4.02400 3.34158 -0.20 0.28 0.03 -0.62
H -6.58100 -0.08261 2.32657 -0.24 0.05 0.21 0.27
H -7.18728 0.91449 1.00206 -0.06 0.27 0.16 0.35
H -6.04108 1.59757 2.19449 -0.09 0.05 -0.10 0.29
H -10.51627 4.13631 2.34483 0.16 0.05 0.00 0.29
H -9.36988 4.81898 3.54294 0.00 -0.05 -0.16 0.29
H -10.89173 4.08844 4.07347 0.11 -0.24 0.03 0.22
```
Forces are in eV/Å.

The value obtained for the total energy is -131890.720 eV. The maximum force is 6.43 eV Å⁻¹. As for the lowest unoccupied orbital energy: -2.17 eV. The orbital gap comes out at 7.808 eV.